69
Properties=species:S:1:pos:R:3 method="wB97M-V/def2-TZVPD" homo_lumo_gap_ev="5.61 / 5.61" charge=+2 homo_ev="-13.08 / -13.08"
C 2.54109 0.97932 -0.10188
H 3.48211 -0.84780 0.55466
C 0.68706 1.63760 -4.96188
C 3.95449 2.92739 -0.17044
H 1.31940 -5.40486 -0.36215
Ir -0.90333 0.74967 0.48560
C -3.12703 -3.12692 -1.26243
C 0.52423 0.98688 6.14065
C -0.26211 1.51943 -2.76052
H -4.75888 -5.21062 -3.29419
P 0.98642 0.25030 -0.60794
H 1.87781 2.94974 -0.68948
H -1.18617 2.52929 -4.41138
F -3.55594 4.14405 2.28833
H 0.24639 2.93010 7.04638
H 1.02259 0.55212 6.99708
C 2.71121 2.34878 -0.34287
H 1.46269 -4.05024 1.70225
C 4.84947 0.80178 0.53382
S -0.67845 -0.29286 2.53913
H 2.73825 -0.07859 -2.88110
H -3.70604 -3.42703 0.78393
H -2.36897 -2.47694 -3.17609
H 6.00411 2.59655 0.36674
H -1.05187 1.79464 -2.06715
C 1.30703 -2.18302 0.66791
C 1.87101 0.47783 -3.21700
C 3.60680 0.20807 0.36186
H 5.68364 0.20196 0.87163
O -1.25741 2.71882 1.54957
C 1.36543 -3.56388 0.74072
C -0.33664 1.94811 -4.07890
H 4.09426 3.97938 -0.37833
C 0.83180 0.76659 -2.32960
N -1.89667 -0.81860 -0.31120
H 0.58714 -0.83072 4.98200
H 1.35911 -1.59395 1.57204
F -2.18931 5.32737 1.09238
C -3.01666 4.28566 1.06737
H 1.13914 -4.29140 -2.55790
H 2.59296 0.68191 -5.21820
C 1.17914 -1.54693 -0.57086
C -2.22011 3.00339 0.75638
H -0.84605 3.84916 4.98459
H 0.63236 1.97531 -5.98809
S -3.51988 -5.75972 -0.84693
H -1.32922 -0.45988 -2.26872
F -3.97366 4.49155 0.18758
C 5.02530 2.14901 0.25680
H 1.01562 -1.84212 -2.69922
C -2.45845 -2.26398 -2.11927
C -1.85509 -1.13221 -1.61583
C 1.17635 -3.70124 -1.65176
C -0.30882 0.77041 3.90232
C 1.28904 -4.32510 -0.42026
C 0.30314 0.21126 5.01223
C -2.57604 -1.64083 0.52284
C -3.72019 -4.41265 -1.74421
O -2.52003 2.26243 -0.18989
C 1.11066 -2.31608 -1.73190
C 0.10795 2.31140 6.17248
C -0.48714 2.83201 5.05129
H -4.51363 -3.50552 -3.42033
N -4.34178 -4.36762 -2.93088
N -0.66419 2.06774 3.96069
C -3.18311 -2.79016 0.08488
H -1.04488 2.50088 3.11059
C 1.78954 0.90861 -4.53029
H -2.61700 -1.36505 1.56238

67
Properties=species:S:1:pos:R:3 method="wB97M-V/def2-TZVPD" homo_lumo_gap_ev=7.47 charge=0 homo_ev=-7.67
O -0.19714 -1.38257 0.17393
C 2.86661 5.82453 -1.01435
C 2.53581 -0.37811 0.07720
H -2.99975 2.23974 1.12805
C -1.93740 -1.28041 2.63222
H -2.76977 -1.93400 2.93270
Zr -0.39120 0.50011 0.60030
O -0.07436 2.47735 0.69726
N -2.15926 -0.18315 1.99955
H -4.00902 0.60019 2.59227
N 1.72721 0.57981 0.36249
C 0.49291 6.15425 -1.15029
C -0.57286 0.44250 -2.50488
H -1.52373 -2.93470 -1.09658
H 3.75004 -4.78193 0.43977
H -0.71021 4.53800 -0.40510
C 3.21006 -2.72367 0.24450
H 3.86848 6.18856 -1.19130
H -2.23835 -2.82164 0.52628
C -2.83254 0.83654 -1.58866
C -0.38695 -3.00878 3.45382
C 1.63007 -4.50461 0.41824
C 2.94550 -4.06591 0.37889
H -2.49784 -4.29046 -0.45785
C 2.17756 -1.77676 0.19658
H -3.87369 1.08157 -1.85220
H 1.39201 -5.55144 0.52279
H -4.39594 1.56542 0.20533
O -0.00997 0.79337 -1.40678
C 0.82021 -2.21256 0.23710
H -0.34974 6.76834 -1.43230
H 3.49381 3.94709 -0.16800
H -2.18585 -0.44886 -5.94396
O -0.67239 -4.17433 0.35405
H 2.93376 -2.84395 3.99460
N 2.09001 1.87480 0.11273
C 1.74130 -1.22298 3.31259
H 0.26491 -0.52586 -5.66575
H 1.93974 7.56670 -1.84591
C 1.94001 -2.51641 3.72457
C -1.74506 -0.20235 -4.99045
C -0.62596 -1.69909 3.01135
H 4.23246 -2.37751 0.18572
O 0.27313 0.45322 2.52871
C 0.28812 4.91490 -0.57388
C -3.40476 1.33993 0.63888
C 0.21604 0.08506 -3.63007
H 2.56289 -0.52197 3.24623
H 3.54234 -0.14627 -0.29048
C 0.45931 -0.76540 2.92395
H -3.61192 0.18369 -4.05070
H -4.10634 -0.62921 1.30161
N -2.44953 0.92595 -0.36421
C -1.78348 -3.50399 -0.20048
C -1.99312 0.45895 -2.67461
H -1.21275 -3.70627 3.48411
C -2.53915 0.15106 -3.93275
C 0.87775 -3.42078 3.79439
C 1.10793 2.73910 0.25693
C -0.35615 -0.24084 -4.82867
C 1.78137 6.60439 -1.38106
H 1.05381 -4.43357 4.12038
C -3.51031 0.21705 1.68955
C 1.37420 4.11152 -0.23093
H 1.28916 0.07511 -3.49951
C 0.58094 -3.60955 0.31476
C 2.66704 4.58112 -0.44267

68
Properties=species:S:1:pos:R:3 method="wB97M-V/def2-TZVPD" homo_lumo_gap_ev="5.77 / 6.82" charge=+2 homo_ev="-13.11 / -13.50" multiplicity=3
C -0.09915 3.03539 -1.70641
H 4.81679 -0.07812 -0.40807
S -0.63664 0.19385 1.99177
H -4.28175 -2.87481 1.02042
H 0.99762 -0.84893 3.26392
H 2.72087 3.99327 -0.10461
C 2.71347 -0.02398 -0.84507
C 0.12025 0.69939 4.53125
C 1.73404 3.57839 -0.25964
C -0.25379 2.56385 0.66590
C 1.70784 0.30757 -1.76842
C 2.11380 0.83840 -3.00535
H -1.33533 2.08083 7.82446
H -1.88222 2.33143 -0.74293
H 1.46306 3.11173 1.81808
N -1.99432 0.64354 -4.97777
C 0.04407 2.41470 6.21919
H 0.40149 3.35470 6.61649
H -1.18063 -0.98807 4.85349
C -3.01454 -4.61933 0.86712
H -3.35441 1.99711 -5.35603
C 1.18431 3.55208 -1.52501
H -0.55622 3.06250 -2.68738
C -0.31695 -2.11065 -1.32813
C -0.84743 -0.02393 5.22121
C -1.25298 -2.93150 -0.60366
C -1.00140 1.98346 1.82455
N -1.54276 -0.53590 -5.36912
O 0.17590 -0.16642 0.70055
C -1.86155 -5.12310 0.34388
C 0.56483 1.91990 5.03288
C 3.45063 1.01863 -3.31193
H -2.11816 -0.08841 6.94353
H 1.91493 -4.55886 -2.17989
H 1.73559 3.94089 -2.36957
C -2.48408 -2.48116 -0.06398
C 4.41846 0.69861 -2.36646
C 4.05504 0.17751 -1.13184
H 1.51101 -2.16245 -2.44215
I -3.08790 -0.53884 -0.49231
H 2.45551 -0.45327 0.11363
C -0.82290 2.54287 -0.62432
H -1.60925 -6.16602 0.48615
H 0.38035 -5.93005 -0.82209
H -0.38072 -1.88090 -4.20353
C -1.37186 0.47755 6.40323
N -1.70355 0.98882 -3.77725
H 1.38515 1.12402 -3.75676
H 1.48358 0.80519 2.83670
C -3.34670 -3.26746 0.64481
H -2.08208 2.04491 1.70383
Br 6.22723 0.97299 -2.76207
H -0.72910 2.43801 2.77738
N -0.98684 -0.03941 -3.30332
W -0.28594 -0.00783 -1.27392
C 0.78103 -2.74148 -1.89055
C 1.01972 3.07455 0.83025
C 1.03601 -4.11886 -1.72920
C -0.97499 -4.30849 -0.40284
N -2.63678 1.48407 -5.85823
C -0.92892 1.69578 6.89930
H 3.74897 1.41310 -4.27387
H 1.33829 2.47171 4.51046
H -3.68923 -5.25003 1.42862
H -3.01757 0.90816 -6.60306
C 0.67090 0.19228 3.22886
C 0.18835 -4.87613 -0.97946
C -0.89044 -0.93738 -4.29573

67
Properties=species:S:1:pos:R:3 method="wB97M-V/def2-TZVPD" homo_lumo_gap_ev="7.32 / 7.17" charge=+1 homo_ev="-10.97 / -10.94" multiplicity=4
O 2.49291 0.55192 0.47145
C 1.96745 -1.77465 -3.20877
C -3.10160 3.65430 -1.19691
C -0.63382 -4.73695 -1.84007
C 2.92666 -0.13852 4.51670
C -0.75240 -3.49430 0.23786
Br 3.13797 -0.37907 6.37337
H -0.30367 1.67566 -4.50733
C -1.41291 0.37290 4.50239
H 0.66892 4.20039 -0.56485
H -2.94641 -1.05738 4.94148
H -0.34470 -0.62567 -3.51714
N 1.43941 -1.68316 -2.01111
C -1.14334 -4.58086 -0.58219
H 0.85338 -2.60644 2.19175
C 1.32201 1.48170 -3.12598
C 1.09891 -1.66631 1.69872
H 2.58881 -0.94466 -3.52809
C -2.40421 -0.53452 4.16493
H -1.19701 -0.88202 -1.35545
H 2.18403 -2.89693 -5.03725
H 1.07210 2.51912 1.54803
H -1.37613 0.72577 -1.15091
H 1.58225 -1.77574 4.28594
C 1.91511 -0.74244 2.41955
H -2.94911 1.98548 0.12822
H 0.05931 1.74491 3.78494
C -0.83325 0.22311 -3.03812
O 2.17400 1.46887 -3.97372
H -1.87971 0.22128 -3.34898
C -0.16409 1.52908 -3.43776
C 2.60588 0.29847 1.76360
C 0.27447 -3.78403 -2.36719
C -1.01888 0.83929 2.15458
C -2.01923 -0.08587 1.83754
C -1.08935 4.93151 -1.53287
C 0.14179 -2.58013 -0.24206
H -4.16019 3.51098 -1.36691
C -0.39130 4.04472 -0.72978
H -0.62945 2.35882 -2.91077
H 4.28615 1.52623 4.44134
C -0.72525 1.05098 3.50490
Mn 1.10134 0.11988 -0.64369
C 3.47601 1.10286 2.51840
H -0.58006 5.77848 -1.97315
C 0.86003 -3.85399 -3.65681
O 1.63736 1.41688 -1.82155
C -2.70802 -0.76648 2.82788
C -2.40672 2.78566 -0.36480
H -1.15623 -3.39985 1.23824
C 0.63482 -2.69104 -1.57023
C -1.03683 2.95215 -0.13785
C -2.44100 4.72560 -1.78166
H 4.01724 1.88908 2.01177
C 2.10581 -0.96366 3.79798
H 0.62485 -4.69033 -4.30293
H -1.84908 -5.30049 -0.19219
N 0.69914 -1.49081 0.48226
H -0.92420 -5.58246 -2.44974
H -2.27291 -0.29759 0.80212
H -1.16846 0.55076 5.54127
H -3.48638 -1.47065 2.56358
Si -0.02696 1.78798 0.89814
N -0.76805 0.01869 -1.56521
C 3.62212 0.89285 3.86876
C 1.71405 -2.87081 -4.06488
H -2.98341 5.41147 -2.41876